1.
# C6H16N2O

A molecular structure, C6H16N2O at a distorted geometry (ωB97M-V/def2-TZVPD, OMol25).

Calculated values
- HOMO-LUMO gap (spin up / spin down): 0.29795 / 0.29793 hartree
- Net charge: 0
- F_max: 2.023 eV/Å
- Energy: -11503.725 eV
- Energy relative to the best compared isomer or geometry (same formula, charge and spin): 6.329 eV

Geometry (Å):
C -1.504 -0.188 -0.205
C -2.586 0.449 0.650
N -1.688 -1.605 -0.212
O -1.466 0.388 -1.527
H -2.302 0.195 -1.978
H -0.030 -0.281 0.269
H -2.651 -1.890 -0.372
H -1.077 -2.071 -0.869
H -3.586 0.195 0.266
H -2.520 0.092 1.678
H -2.509 1.537 0.651
C 1.166 -0.856 0.489
C 1.754 -1.254 -0.865
C 1.458 1.312 0.580
N 0.345 1.934 0.251
C 2.692 1.567 0.943
H -0.474 1.265 0.231
H 0.350 2.380 -0.662
H 1.933 -0.808 1.257
H 0.541 -1.668 0.889
H 3.020 2.590 1.100
H 3.418 0.779 1.095
H 1.011 -1.151 -1.660
H 2.106 -2.289 -0.859
H 2.598 -0.620 -1.139

2.
# C6H16N2O

A molecular structure, C6H16N2O at a distorted geometry (ωB97M-V/def2-TZVPD, OMol25).

Calculated values
- HOMO-LUMO gap: 0.31567 hartree
- Net charge: 0
- F_max: 5.560 eV/Å
- Energy: -11507.386 eV
- Energy relative to the best compared isomer or geometry (same formula, charge and spin): 2.669 eV

Geometry (Å):
C 2.398 -0.074 0.205
C 0.503 -0.417 0.357
C -1.710 0.730 -0.610
C 0.111 0.745 -0.428
C -2.190 -0.188 -1.725
C -2.469 0.482 0.676
N 3.015 -0.964 1.148
N 0.159 -0.417 1.728
O 2.931 -0.368 -1.075
H 2.697 0.361 -1.666
H 2.681 0.948 0.486
H 0.277 -1.371 -0.119
H -1.874 1.767 -0.924
H 2.850 -1.916 0.827
H 4.024 -0.815 1.168
H 0.529 0.387 2.226
H 0.418 -1.275 2.203
H 0.429 0.700 -1.468
H 0.328 1.701 0.045
H -2.035 -1.242 -1.467
H -2.411 -0.562 1.003
H -1.680 0.021 -2.671
H -3.264 -0.058 -1.921
H -3.547 0.650 0.535
H -2.170 1.178 1.465

3.
# C6H16N2O

A molecular structure, C6H16N2O at a distorted geometry (ωB97M-V/def2-TZVPD, OMol25).

Calculated values
- HOMO-LUMO gap (spin up / spin down): 0.29920 / 0.29917 hartree
- Net charge: 0
- F_max: 3.115 eV/Å
- Energy: -11504.397 eV
- Energy relative to the best compared isomer or geometry (same formula, charge and spin): 5.658 eV

Geometry (Å):
C 1.661 0.568 0.170
C 1.967 0.457 -1.296
C 2.715 0.001 1.087
N 0.134 -1.188 0.518
O 0.351 -1.955 -0.406
H 1.337 1.563 0.481
H 1.797 -0.581 -1.620
H 1.323 1.108 -1.894
H 2.376 -0.016 2.125
H 2.978 -1.018 0.794
H 3.005 0.724 -1.519
H 3.635 0.599 1.046
C -1.592 -0.194 -0.021
C -2.480 -0.894 0.982
C -1.677 1.316 0.067
N -1.780 -0.666 -1.326
H 0.296 0.114 0.238
H -1.206 -0.180 -2.006
H -1.585 -1.664 -1.402
H -2.212 -0.606 2.001
H -3.534 -0.632 0.820
H -2.699 1.660 -0.133
H -1.387 1.663 1.061
H -2.403 -1.979 0.896
H -1.020 1.801 -0.660

4.
# C6H16N2O

A molecular structure, C6H16N2O at a distorted geometry (ωB97M-V/def2-TZVPD, OMol25).

Calculated values
- HOMO-LUMO gap: 0.28918 hartree
- Net charge: 0
- F_max: 1.780 eV/Å
- Energy: -11506.126 eV
- Energy relative to the best compared isomer or geometry (same formula, charge and spin): 3.929 eV

Geometry (Å):
C 1.063 -0.731 0.600
C 1.635 0.574 0.865
C 0.583 -1.540 1.793
N 1.645 -1.478 -0.484
H -0.107 -0.306 0.042
H 2.639 -1.342 -0.621
H 1.505 -2.479 -0.421
H 1.550 0.936 1.884
H 0.865 1.364 0.267
H 2.635 0.740 0.463
H -0.016 -0.924 2.463
H -0.034 -2.381 1.468
H 1.431 -1.947 2.354
C -1.374 -0.170 -1.834
C -1.143 0.505 -0.493
N -2.133 0.295 0.535
C -0.539 1.775 -0.467
O -0.107 2.315 -1.684
H 0.515 3.026 -1.503
H -2.500 -0.649 0.543
H -2.908 0.945 0.474
H -0.902 2.496 0.263
H -0.509 -0.042 -2.482
H -1.543 -1.238 -1.688
H -2.248 0.255 -2.337

5.
# C6H16N2O

2 unconnected molecules or ions with the total composition C6H16N2O at a distorted geometry (ωB97M-V/def2-TZVPD, OMol25).

Calculated values
- HOMO-LUMO gap: 0.33736 hartree
- Net charge: 0
- F_max: 2.313 eV/Å
- Energy: -11506.667 eV
- SMILES: CC(C)ON.C=CNC
- Energy relative to the best compared isomer or geometry (same formula, charge and spin): 3.388 eV

Geometry (Å):
C -2.082 -0.063 -0.674
C 2.327 0.722 2.189
C -3.597 -0.212 -0.718
C -1.654 1.292 -0.116
N 1.530 0.110 1.175
H 0.660 -0.269 1.518
H -1.640 -0.863 -0.063
H 3.092 1.356 1.725
H 1.728 1.333 2.871
H 2.947 -0.037 2.775
H -4.021 0.531 -1.388
H -3.867 -1.199 -1.084
H -4.014 -0.073 0.276
H -0.571 1.384 -0.163
H -2.101 2.091 -0.705
H -1.982 1.397 0.916
N -0.228 -0.487 -2.059
C 2.163 -0.813 0.260
C 3.449 -1.114 0.269
O -1.634 -0.228 -2.020
H 0.179 0.238 -2.645
H -0.127 -1.377 -2.544
H 1.430 -1.312 -0.353
H 4.120 -0.645 1.023
H 3.894 -1.761 -0.465

6.
# C6H16N2O4S2

2 unconnected molecules or ions with the total composition C6H16N2O4S2 at a distorted geometry (ωB97M-V/def2-TZVPD, OMol25).

Calculated values
- HOMO-LUMO gap (spin up / spin down): 0.30609 / 0.30271 hartree
- Net charge: 0
- F_max: 5.069 eV/Å
- Energy: -39315.504 eV
- Energy relative to the best compared isomer or geometry (same formula, charge and spin): 2.815 eV

Geometry (Å):
C -2.165 -1.682 -0.533
C -1.039 1.825 2.879
C 1.444 -0.022 -2.490
C 2.977 -0.522 0.230
C -2.095 -0.244 -1.057
C -0.968 0.718 1.753
N 0.728 -0.925 -1.648
N -0.822 0.477 -1.058
O 2.060 -2.674 -0.705
O 0.543 -1.460 0.786
O -0.954 2.608 0.079
O 1.156 1.386 0.119
S 1.498 -1.371 -0.309
S -0.305 1.325 0.207
H -2.644 -2.507 -1.239
H -1.098 -1.962 -0.368
H -2.706 -1.565 0.419
H -0.005 2.267 3.145
H -1.580 2.669 2.371
H -1.376 1.465 3.837
H 1.010 0.882 -2.723
H 2.354 0.193 -2.024
H 1.668 -0.372 -3.529
H 3.228 -1.132 1.124
H 3.788 -0.778 -0.531
H 2.739 0.590 0.352
H -2.458 -0.131 -2.134
H -2.720 0.460 -0.570
H -2.032 0.435 1.556
H -0.224 0.047 2.059

Please write out number 6 again, unchanged.
# C6H16N2O4S2

2 unconnected molecules or ions with the total composition C6H16N2O4S2 at a distorted geometry (ωB97M-V/def2-TZVPD, OMol25).

Calculated values
- HOMO-LUMO gap (spin up / spin down): 0.30609 / 0.30271 hartree
- Net charge: 0
- F_max: 5.069 eV/Å
- Energy: -39315.504 eV
- Energy relative to the best compared isomer or geometry (same formula, charge and spin): 2.815 eV

Geometry (Å):
C -2.165 -1.682 -0.533
C -1.039 1.825 2.879
C 1.444 -0.022 -2.490
C 2.977 -0.522 0.230
C -2.095 -0.244 -1.057
C -0.968 0.718 1.753
N 0.728 -0.925 -1.648
N -0.822 0.477 -1.058
O 2.060 -2.674 -0.705
O 0.543 -1.460 0.786
O -0.954 2.608 0.079
O 1.156 1.386 0.119
S 1.498 -1.371 -0.309
S -0.305 1.325 0.207
H -2.644 -2.507 -1.239
H -1.098 -1.962 -0.368
H -2.706 -1.565 0.419
H -0.005 2.267 3.145
H -1.580 2.669 2.371
H -1.376 1.465 3.837
H 1.010 0.882 -2.723
H 2.354 0.193 -2.024
H 1.668 -0.372 -3.529
H 3.228 -1.132 1.124
H 3.788 -0.778 -0.531
H 2.739 0.590 0.352
H -2.458 -0.131 -2.134
H -2.720 0.460 -0.570
H -2.032 0.435 1.556
H -0.224 0.047 2.059